C6H12N | ωB97M-V/def2-TZVPD

Last column: Mulliken charge in e.
Positions of all 19 atoms, in Å:
C -1.182 -1.455 0.600  0.3375
C -1.276 -2.644 1.526  -0.5980
C 1.324 -0.141 0.458  -1.6923
C 0.648 0.709 -1.880  -1.5008
C -0.195 1.806 0.339  -1.4580
C 0.210 0.511 -0.361  1.1800
N -0.973 -0.372 -0.479  -0.0484
H -0.722 -3.478 1.254  0.3048
H -2.107 -2.837 2.137  0.3176
H 0.855 -0.556 1.261  0.7061
H 1.947 -0.962 -0.151  0.2739
H 1.926 0.717 0.698  0.4375
H 0.570 -0.215 -2.424  0.4283
H 1.641 0.935 -1.718  0.4147
H 0.074 1.561 -2.172  0.4039
H 0.572 2.275 0.846  0.4138
H -0.780 2.524 -0.332  0.3268
H -0.717 1.626 1.275  0.4197
H -1.815 -0.005 -0.879  0.3327

Results
SMILES string = C=C=[NH+]C(C)(C)C
frontier orbital gap (alpha / beta) = 9.0 / 9.0 eV
net charge = +1
ΔE to the lowest compared entry with this formula, charge and spin = 139.07 kcal per mole
LUMO level (alpha / beta) = -6.21 / -6.21 eV
E_HOMO (alpha / beta) = -0.5606 / -0.5606 hartree